Record 1
DFT (ωB97M-V/def2-TZVPD) results for a structure of composition C17H16Cl2Re.

Structure (ORCA input):
```
! RIJCOSX wB97M-V def2-TZVPD def2/J DEFGRID3
* xyz 0 4
C -3.827 0.244 0.826
C -3.084 -0.945 0.733
H -6.652 -0.581 -0.880
Re -0.522 0.859 0.990
C 1.016 -0.163 2.198
C 0.416 0.966 2.844
C 1.372 1.711 0.853
H 0.416 3.144 2.219
C -4.991 -1.885 -0.522
C 1.568 -0.883 -2.392
H 1.241 -1.162 2.536
C 1.681 0.303 1.005
H -5.428 -2.744 -1.004
Cl -2.940 -3.557 0.013
H -1.752 -1.457 -2.658
H 2.132 -2.451 -0.931
C -0.662 -1.512 -2.526
H -1.080 -1.875 1.169
H -3.409 1.053 1.442
H -5.553 1.374 0.227
H -0.450 -3.256 -1.123
C -5.666 -0.667 -0.445
Cl -1.364 1.739 -1.035
H 0.060 0.324 -3.595
C -3.714 -2.022 0.023
C 0.699 2.144 2.051
C -5.061 0.403 0.197
H -1.801 -0.796 2.515
C 0.301 -0.560 -2.996
H 1.855 2.274 0.083
C -1.691 -0.982 1.398
H 0.101 1.011 3.856
H 2.506 -0.206 0.471
H 2.457 -0.294 -2.490
C 0.039 -2.450 -1.681
C 1.402 -2.022 -1.584
*
```

As for the HOMO-LUMO gap (alpha / beta): 6.959 / 6.358 eV. The calculation puts the highest occupied orbital energy (alpha / beta) at -7.5 / -7.9 eV. The expectation value of S² is 3.784. The calculation puts the energy above the lowest of the compared OMol25 structures with the same formula, charge and spin at 0.000 eV.

Want to see where the charge sits? The Mulliken charges in e are:
1. C -0.377
2. C 0.313
3. H 0.373
4. Re 0.926
5. C -0.864
6. C -0.632
7. C -0.535
8. H 0.449
9. C -0.567
10. C -0.374
11. H 0.463
12. C 0.173
13. H 0.431
14. Cl -0.228
15. H 0.411
16. H 0.516
17. C -0.399
18. H 0.365
19. H 0.280
20. H 0.362
21. H 0.454
22. C -0.486
23. Cl -0.475
24. H 0.409
25. C 0.629
26. C -0.675
27. C -0.664
28. H 0.513
29. C -0.523
30. H 0.517
31. C -1.332
32. H 0.501
33. H 0.513
34. H 0.486
35. C -0.292
36. C -0.659

---

Record 2
DFT (ωB97M-V/def2-TZVPD) results for a structure of composition C17H16CoN4O2S.

Structure (ORCA input):
```
! RIJCOSX wB97M-V def2-TZVPD def2/J DEFGRID3
* xyz 0 2
N -0.730 1.773 -0.589
N -0.947 -0.758 -0.683
C 0.155 -4.160 -1.479
C -2.031 -2.934 -0.261
N -2.043 -0.192 -0.543
C -2.985 3.351 -0.390
H 0.390 3.483 -0.654
H 4.525 1.793 4.260
C -1.979 -4.310 -0.368
H -0.454 1.175 -3.251
O 0.664 0.081 1.320
H -2.865 -2.437 0.215
Co 0.786 0.259 -0.611
C -1.727 3.925 -0.483
C 3.803 1.548 2.272
H -0.855 -6.003 -1.060
C 0.122 -2.779 -1.364
H 2.467 0.756 5.277
H -0.622 -0.588 -3.322
C 2.576 0.864 4.208
C 0.116 0.236 -3.359
C 1.581 0.428 3.383
H 0.913 -2.147 -1.759
H -4.052 1.463 -0.339
C 3.717 1.439 3.634
H -3.868 3.972 -0.314
H 0.999 -4.638 -1.958
C -0.619 3.093 -0.581
C -0.889 -4.924 -0.979
H 0.531 0.238 -4.375
H -1.599 4.998 -0.480
H 0.662 -0.033 3.711
C 2.766 1.097 1.433
N 1.683 0.548 2.041
C -1.937 1.226 -0.504
H -2.786 -4.911 0.029
O 1.139 0.106 -2.432
S 2.798 1.186 -0.275
H 4.668 1.982 1.792
C -0.975 -2.178 -0.761
C -3.100 1.970 -0.401
*
```

As for the HOMO-LUMO gap (alpha / beta): 6.330 / 6.194 eV. The calculation puts the highest occupied orbital energy (alpha / beta) at -7.4 / -7.2 eV. The expectation value of S² is 0.769. The calculation puts the energy above the lowest of the compared OMol25 structures with the same formula, charge and spin at 0.014 eV.

Want to see where the charge sits? The Mulliken charges in e are:
1. N 0.244
2. N 1.364
3. C -0.897
4. C -0.369
5. N -0.860
6. C -0.345
7. H 0.458
8. H 0.376
9. C -0.595
10. H 0.163
11. O -0.672
12. H 0.435
13. Co 0.184
14. C -0.675
15. C -0.834
16. H 0.387
17. C -0.131
18. H 0.396
19. H 0.179
20. C -0.718
21. C -0.632
22. C -0.218
23. H 0.493
24. H 0.498
25. C -0.088
26. H 0.388
27. H 0.377
28. C -0.418
29. C -0.334
30. H 0.317
31. H 0.413
32. H 0.423
33. C 0.630
34. N 0.410
35. C 0.146
36. H 0.362
37. O -0.664
38. S -0.400
39. H 0.397
40. C 0.199
41. C -0.388

---

Record 3
DFT (ωB97M-V/def2-TZVPD) results for a structure of composition C17H16F6N6O5OsS3.

Structure (ORCA input):
```
! RIJCOSX wB97M-V def2-TZVPD def2/J DEFGRID3
* xyz 2 1
C 1.510 3.522 0.031
F 1.704 -0.263 -3.811
H -1.964 3.319 -3.429
F 2.853 -2.052 -4.227
C 0.436 3.395 2.167
H -3.216 3.105 0.446
C -0.334 -1.289 3.463
S 2.088 -1.830 -1.763
O -0.794 -1.094 4.546
O 3.187 -2.515 -1.183
F -1.254 -2.357 -4.161
N 0.646 -2.535 1.685
F 3.755 -0.412 -3.130
H -1.205 1.330 3.345
C 0.357 2.025 2.011
H -0.783 1.377 -2.254
C 2.647 -1.085 -3.367
H -0.651 4.011 -2.463
H 1.770 1.608 -0.927
C 1.017 4.154 1.166
S -1.934 0.567 0.348
O 1.604 -0.632 -1.008
H 1.684 -3.584 0.223
F -2.746 -1.730 -2.718
C 0.375 -4.952 3.015
F -0.959 -0.536 -3.027
C 0.052 -2.605 2.894
C -0.110 -3.779 3.586
C -1.464 -1.784 -3.000
N -2.587 3.070 -0.340
Os 0.399 -0.622 0.752
C -2.610 4.032 -1.451
H -3.605 4.087 -1.889
O -1.184 -3.987 -1.570
H 0.069 3.850 3.077
C 1.155 -3.659 1.160
C -1.916 1.967 -0.652
C 1.398 2.154 -0.072
H 0.437 1.199 3.958
N 0.818 1.422 0.896
H 1.103 5.227 1.277
N 0.907 -2.771 -2.148
S -0.575 -2.718 -1.679
H -0.591 -3.753 4.554
H 1.448 -5.760 1.330
C -0.175 1.107 3.056
N -0.047 -0.250 2.550
C -1.571 3.429 -2.421
O -0.778 -1.833 -0.488
H 0.258 -5.899 3.525
C 1.030 -4.881 1.799
H 1.991 4.078 -0.761
N -1.321 2.110 -1.824
H -2.323 5.021 -1.102
*
```

As for the HOMO-LUMO gap (alpha / beta): 6.820 / 6.925 eV. The calculation puts the highest occupied orbital energy (alpha / beta) at -15.3 / -15.4 eV. The calculation puts the energy above the lowest of the compared OMol25 structures with the same formula, charge and spin at 2.685 eV.

Want to see where the charge sits? The Mulliken charges in e are:
1. C -0.926
2. F -0.172
3. H 0.366
4. F -0.161
5. C -0.857
6. H 0.263
7. C -0.089
8. S 0.882
9. O -0.528
10. O -0.579
11. F -0.187
12. N 0.063
13. F -0.181
14. H 0.380
15. C 0.525
16. H 0.051
17. C 0.550
18. H 0.287
19. H 0.549
20. C -0.448
21. S -0.328
22. O -0.957
23. H 0.275
24. F -0.188
25. C -0.315
26. F -0.225
27. C 0.565
28. C -0.582
29. C 0.499
30. N -0.040
31. Os 1.330
32. C -0.534
33. H 0.339
34. O -0.516
35. H 0.517
36. C 0.472
37. C 0.263
38. C -0.330
39. H 0.558
40. N 0.434
41. H 0.495
42. N -0.397
43. S 1.020
44. H 0.500
45. H 0.471
46. C -0.820
47. N 0.370
48. C -0.446
49. O -0.817
50. H 0.484
51. C -1.018
52. H 0.563
53. N 0.259
54. H 0.310

---

Record 4
DFT (ωB97M-V/def2-TZVPD) results for an isolated molecule of C17H16FN5O6S.

Structure (ORCA input):
```
! RIJCOSX wB97M-V def2-TZVPD def2/J DEFGRID3
* xyz 0 1
N -0.423 -1.706 -1.981
C 0.234 -0.585 -1.291
C 0.441 4.802 0.994
H 2.964 -1.781 1.164
H -0.518 -4.811 1.222
H 2.478 0.480 0.474
C -0.418 2.713 1.925
H -1.332 0.874 -0.705
N -1.394 -5.254 -0.499
C -1.368 -3.576 -2.289
C -0.811 -2.848 -1.385
C -1.667 -4.844 -1.770
C 0.274 1.985 0.953
H -1.339 -0.635 0.081
O 1.015 -2.048 1.975
N -1.460 -2.884 -3.535
H -1.468 2.363 5.030
O -2.068 1.253 2.967
F 2.911 3.872 -2.006
H 1.328 2.159 -0.863
C 0.283 0.436 0.880
N -2.509 -5.664 -2.343
S 1.968 4.952 -1.385
O 1.046 5.559 -2.369
H -2.639 -6.474 -1.756
C -0.295 4.152 1.882
O 1.485 -0.940 -0.573
H -0.746 4.774 2.688
H -0.682 -0.811 -3.969
H -0.186 -0.054 1.744
H 0.544 -2.436 1.179
C 1.046 4.137 -0.030
H -2.525 -5.835 -3.315
O 2.853 5.949 -0.812
C -0.665 0.064 -0.280
C -0.925 -1.708 -3.299
N -0.440 -3.136 -0.096
C -0.775 -4.357 0.280
H 2.409 -0.581 2.515
H 0.519 5.873 1.181
C -1.246 2.182 3.055
H 0.424 0.187 -2.013
C 0.953 2.733 -0.041
C 2.125 -1.195 1.649
O -1.033 2.862 4.197
C 1.635 -0.198 0.568
*
```

As for the HOMO-LUMO gap: 8.704 eV. The calculation puts the highest occupied orbital energy at -9.2 eV. The calculation puts the energy above the lowest of the compared OMol25 structures with the same formula, charge and spin at 0.000 eV.

Want to see where the charge sits? The Mulliken charges in e are:
1. N 0.098
2. C -0.066
3. C -0.713
4. H 0.304
5. H 0.396
6. H 0.491
7. C 0.666
8. H 0.418
9. N -0.700
10. C 0.618
11. C 0.066
12. C 0.272
13. C -0.152
14. H 0.544
15. O -0.603
16. N -0.807
17. H 0.405
18. O -0.582
19. F -0.192
20. H 0.490
21. C 0.721
22. N -0.354
23. S 1.226
24. O -0.566
25. H 0.282
26. C -0.683
27. O -0.502
28. H 0.354
29. H 0.301
30. H 1.098
31. H 0.624
32. C -0.339
33. H 0.275
34. O -0.603
35. C -1.178
36. C 0.011
37. N -0.318
38. C -0.378
39. H 0.455
40. H 0.404
41. C 0.100
42. H 0.426
43. C -0.002
44. C -0.829
45. O -0.491
46. C -0.987

---

Record 5
DFT (ωB97M-V/def2-TZVPD) results for an isolated molecule of C17H16N2O2S.

Structure (ORCA input):
```
! RIJCOSX wB97M-V def2-TZVPD def2/J DEFGRID3
* xyz 0 1
H -4.774 -0.703 -1.692
O -1.499 3.558 1.385
H -0.933 1.451 2.679
C -0.926 -1.944 -2.155
H 3.816 -1.499 -0.629
H 1.910 1.431 0.504
O 0.280 2.855 -0.157
C -4.007 -0.088 -1.242
H 2.837 -2.669 1.316
H 3.933 1.552 -0.510
H -0.580 -2.823 -2.677
C -2.660 -0.478 -1.383
C 0.275 -0.783 2.444
C 2.527 -0.610 0.804
C 1.714 0.494 0.994
C -0.001 -1.082 -1.539
H -3.008 -2.268 -2.535
H -5.367 1.342 -0.441
N -0.218 1.540 1.973
C 3.805 0.612 -1.040
C 0.584 0.409 1.800
N -0.334 -0.003 -0.891
C 1.097 -1.882 2.270
H 2.887 0.670 -1.620
C -2.257 -1.639 -2.077
S -0.783 2.504 0.726
C -1.634 0.320 -0.796
H 4.644 0.491 -1.723
C -3.328 1.830 0.034
C -4.335 1.044 -0.548
C -2.015 1.478 -0.092
H -0.599 -0.845 3.077
C 3.755 -0.561 -0.068
H 4.637 -0.527 0.580
C 2.207 -1.801 1.452
H -3.567 2.726 0.585
H 0.860 -2.811 2.770
H 1.059 -1.294 -1.578
*
```

As for the HOMO-LUMO gap: 8.029 eV. The calculation puts the highest occupied orbital energy at -8.3 eV. The calculation puts the energy above the lowest of the compared OMol25 structures with the same formula, charge and spin at 1.817 eV.

Want to see where the charge sits? The Mulliken charges in e are:
1. H 0.389
2. O -0.738
3. H 0.319
4. C -1.016
5. H 0.357
6. H 0.459
7. O -0.629
8. C -0.773
9. H 0.428
10. H 0.325
11. H 0.394
12. C 0.914
13. C -0.773
14. C 0.317
15. C 0.392
16. C 0.036
17. H 0.412
18. H 0.413
19. N -0.264
20. C -1.358
21. C 0.162
22. N 0.028
23. C -0.815
24. H 0.312
25. C -0.634
26. S 1.287
27. C -0.184
28. H 0.388
29. C -0.412
30. C -0.680
31. C 0.146
32. H 0.372
33. C -0.621
34. H 0.426
35. C -0.686
36. H 0.546
37. H 0.387
38. H 0.373

---

Record 6
DFT (ωB97M-V/def2-TZVPD) results for a cluster of 2 separate species, C17H16N3 in total.

Structure (ORCA input):
```
! RIJCOSX wB97M-V def2-TZVPD def2/J DEFGRID3
* xyz 1 1
H 3.952 3.076 2.549
H -2.679 3.930 1.621
C 0.273 2.713 -2.182
H -0.031 1.973 -2.934
N 3.381 1.185 3.433
H 3.517 -0.976 0.985
C -0.282 1.757 2.652
C 3.222 -0.464 0.068
H 5.658 3.228 4.709
H 1.117 3.286 -2.588
H 1.937 0.321 2.292
C 3.790 0.558 4.527
H 4.615 -1.474 -1.216
C 1.727 1.165 -1.022
H 2.046 1.395 -3.158
C -1.149 3.109 0.345
C 3.406 -0.036 -2.306
C -0.019 2.272 0.247
H 5.218 1.034 6.031
H -0.556 3.395 -2.017
H -1.534 3.645 -0.523
C 4.094 2.370 3.354
C 1.581 0.801 1.389
C -1.817 3.267 1.562
N 0.667 2.052 -0.937
N 4.750 1.302 5.168
H 3.898 -0.229 -3.259
C 2.182 0.495 0.169
C -1.397 2.574 2.713
H 3.470 -0.399 4.932
H -1.945 2.677 3.650
C 3.823 -0.729 -1.152
C 0.440 1.601 1.442
C 4.954 2.462 4.429
C 2.366 0.891 -2.244
H 0.079 1.204 3.522
*
```

As for the HOMO-LUMO gap: 7.137 eV. The calculation puts the highest occupied orbital energy at -11.6 eV. The calculation puts the energy above the lowest of the compared OMol25 structures with the same formula, charge and spin at 0.000 eV.

Want to see where the charge sits? The Mulliken charges in e are:
1. H 0.404
2. H 0.422
3. C -1.141
4. H 0.411
5. N -0.031
6. H 0.409
7. C -0.698
8. C -0.771
9. H 0.391
10. H 0.401
11. H 0.263
12. C -0.421
13. H 0.391
14. C 0.698
15. H 0.415
16. C -1.138
17. C -0.670
18. C 1.069
19. H 0.212
20. H 0.236
21. H 0.221
22. C -0.457
23. C -0.293
24. C -0.693
25. N 0.092
26. N -0.058
27. H 0.417
28. C 1.151
29. C -0.706
30. H 0.357
31. H 0.392
32. C -0.710
33. C 1.264
34. C -0.501
35. C -0.730
36. H 0.403

---

no.,E_tot (a.u.),strongest force on any atom (eV/Å)
1,-1655.87265,5.1
2,-2807.81336,0.2
3,-3246.02984,3.7
4,-1880.64547,6.4
5,-1315.59092,1.1
6,-821.46736,1.5